(1)
Formula: C22H26N2O7S
Source: the OMol25 dataset
Level of theory: ωB97M-V with the def2-TZVPD basis set

```
58
Properties=species:S:1:pos:R:3:forces:R:3
C -4.0309 -2.7694 -0.9771 0.05 -0.15 -0.03
O -4.7446 -1.6042 -0.6219 -0.19 0.14 0.04
C -4.0357 -0.4896 -0.3167 0.17 0.36 0.11
C -4.7656 0.6440 0.0459 0.13 -0.36 -0.10
C -4.1376 1.8245 0.3908 0.24 0.18 0.05
C -2.7449 1.9126 0.3875 -0.07 -0.02 -0.04
O -2.0191 3.0095 0.7168 -0.07 -0.08 0.03
C -2.7053 4.1520 1.1804 -0.07 0.14 0.05
C -2.0286 0.7830 0.0107 0.61 0.29 0.13
S -0.2435 0.7733 0.0788 -0.51 0.22 -0.21
O 0.1514 0.9384 1.4528 -0.19 0.36 0.01
O 0.1787 -0.4192 -0.6018 -0.27 0.28 -0.28
N 0.2422 2.1167 -0.7735 -0.21 -1.00 0.64
C 0.9686 3.1570 -0.0741 -0.01 0.51 0.53
C 2.3992 3.3626 -0.5994 -0.08 -0.13 -0.07
C 3.0744 2.1358 -1.2327 0.26 -0.08 -0.01
C 3.7553 1.1655 -0.2610 -0.01 0.69 -0.30
O 4.8678 0.7372 -0.5046 0.30 -0.25 -0.17
N 3.0633 0.8221 0.8416 -0.11 0.03 0.32
C 3.4448 -0.3302 1.6454 0.02 -0.08 0.03
C 2.4444 -1.4262 1.3860 0.02 -0.09 0.29
C 1.3660 -1.6057 2.2366 0.30 -0.04 -0.04
C 0.3237 -2.4746 1.9269 -0.21 -0.32 -0.27
C 0.4079 -3.1442 0.7332 0.47 0.10 -0.15
C 1.5056 -2.9956 -0.1129 -0.27 0.03 0.51
C 2.5361 -2.1443 0.1899 -0.17 -0.33 -0.15
O 1.3373 -3.7875 -1.2203 0.36 0.29 0.07
C 0.0794 -4.3997 -1.0687 -0.54 -0.81 -0.84
O -0.4931 -4.0147 0.1624 -0.01 0.25 0.44
C 2.1185 1.3213 -2.1378 -0.14 0.08 -0.17
C 0.6942 1.8777 -2.1241 0.15 -0.47 -0.53
C -2.6478 -0.4012 -0.3336 -0.24 -0.32 -0.11
H -3.3559 -3.0910 -0.1789 0.00 0.02 -0.01
H -4.7875 -3.5341 -1.1443 0.10 0.02 -0.01
H -3.4572 -2.6180 -1.8964 0.01 0.00 0.01
H -5.8419 0.5771 0.0586 -0.13 0.00 0.00
H -4.7428 2.6720 0.6697 -0.02 0.10 0.03
H -1.9313 4.8749 1.4321 -0.09 -0.01 -0.01
H -3.3554 4.5712 0.4058 0.02 -0.03 0.03
H -3.2959 3.9302 2.0739 0.02 -0.01 -0.03
H 0.4085 4.0942 -0.1850 0.07 -0.07 0.09
H 0.9552 2.8939 0.9836 0.09 0.25 -0.07
H 2.3693 4.1398 -1.3671 0.05 0.00 0.05
H 3.0259 3.7339 0.2128 -0.04 0.11 -0.03
H 3.8977 2.5150 -1.8480 -0.10 -0.14 0.19
H 2.0936 1.0822 0.9480 0.14 0.12 -0.04
H 4.4528 -0.6145 1.3345 -0.12 0.06 0.14
H 3.4470 -0.0426 2.6999 0.07 -0.11 -0.06
H 1.3116 -1.0338 3.1494 0.01 0.10 0.10
H -0.5262 -2.5928 2.5781 -0.12 -0.03 0.10
H 3.3680 -2.0063 -0.4812 0.15 0.03 -0.12
H 0.1967 -5.4957 -1.0930 0.02 0.27 0.06
H -0.5846 -4.0909 -1.8945 0.16 0.01 0.20
H 2.0693 0.2897 -1.7844 0.03 0.04 -0.14
H 2.4892 1.3049 -3.1630 0.02 -0.04 0.00
H 0.6277 2.8216 -2.6729 -0.09 -0.05 0.02
H 0.0108 1.1574 -2.5751 0.05 0.14 -0.24
H -2.0080 -1.2270 -0.5950 -0.02 -0.20 -0.07
```
Positions in Å, forces in eV/Å.

Computed properties:
- ΔE to the lowest compared entry with this formula, charge and spin (kcal/mol) = 77.0
- charge = 0
- SMILES = COc1ccc(OC)c(S(=O)(=O)N2CCC(C(=O)NCc3ccc4c(c3)OCO4)CC2)c1
- frontier orbital gap (eV) = 8.207
- total energy (a.u.) = -1888.274230
- molecular weight (g/mol) = 462.5

natural (NBO) population analysis, charges in e, atoms 1 to 8: -0.2569 -0.4893 0.2837 -0.2145 -0.2899 0.3747 -0.5073 -0.2516

(2)
Formula: C22H26N2OPPdS2Se2
Source: the OMol25 dataset
Level of theory: ωB97M-V with the def2-TZVPD basis set

```
57
Properties=species:S:1:pos:R:3:forces:R:3
Pd -0.0537 -0.5900 -0.4358 -0.82 0.33 0.30
Se -0.4819 -0.7301 2.1215 0.01 -0.06 0.28
P -0.2858 1.2312 1.1945 0.35 -0.03 -0.08
Se -1.6391 1.8208 -0.3746 -0.02 0.13 -0.01
C 1.4817 1.4903 0.7326 -0.22 0.19 0.04
C 2.4729 1.2330 1.6772 0.03 0.00 -0.07
C 3.8110 1.3386 1.3297 -0.03 -0.05 0.03
C 4.1696 1.7243 0.0440 0.06 -0.01 0.02
C 3.1830 2.0148 -0.8881 0.01 -0.01 -0.08
C 1.8415 1.8945 -0.5526 0.07 0.11 0.16
C -0.4481 2.4956 2.5311 -0.01 -0.03 -0.10
C 0.1999 3.7200 2.3936 -0.06 0.03 0.08
C 0.0588 4.6984 3.3660 0.00 0.02 -0.02
C -0.7405 4.4634 4.4768 0.00 0.05 0.03
C -1.4024 3.2510 4.6066 -0.04 0.02 0.02
C -1.2565 2.2696 3.6362 0.03 -0.01 0.04
H 2.1874 0.9311 2.6776 0.00 -0.03 0.00
H 4.5751 1.1181 2.0663 0.01 0.01 -0.01
H 5.2174 1.8043 -0.2223 -0.02 0.02 -0.02
H 3.4547 2.3323 -1.8884 0.01 -0.02 0.01
H 1.0692 2.1194 -1.2773 -0.05 -0.05 0.01
H 0.8139 3.9093 1.5216 0.01 -0.01 -0.01
H 0.5700 5.6476 3.2555 0.01 -0.01 0.01
H -0.8473 5.2258 5.2396 -0.01 0.00 -0.01
H -2.0354 3.0722 5.4681 0.01 -0.02 0.00
H -1.7579 1.3134 3.7346 0.03 0.00 -0.01
C 3.8127 -2.7865 -2.9121 0.06 -0.02 0.05
C 3.8147 -1.9810 -1.6252 -0.22 0.06 -0.15
S 2.0986 -1.5499 -1.0224 1.02 -0.68 0.58
O 1.3568 -1.2966 -2.3001 -0.13 0.06 -0.76
C 1.6710 -3.2497 -0.4379 0.06 0.14 -0.05
C 0.8648 -4.0309 -1.4606 0.04 0.03 -0.02
H 4.8130 -2.8202 -3.3509 -0.02 -0.01 -0.01
H 3.1324 -2.3230 -3.6274 -0.01 -0.03 -0.01
H 3.4815 -3.8118 -2.7421 0.06 0.01 -0.02
H 4.2767 -1.0041 -1.7792 0.02 0.01 0.02
H 4.3345 -2.4825 -0.8069 -0.02 0.06 0.05
H 1.0809 -3.0715 0.4613 0.04 -0.04 0.04
H 2.6011 -3.7560 -0.1684 0.00 0.05 0.00
H -0.0704 -3.5120 -1.6512 -0.08 0.03 -0.07
H 0.6386 -5.0267 -1.0719 0.01 0.01 0.03
H 1.3974 -4.1391 -2.4052 -0.06 -0.01 0.03
N -6.3880 0.1225 -0.4993 0.35 -0.04 -0.02
C -5.8135 -0.2485 -1.6625 -0.62 0.25 -0.10
S -6.6162 -0.0800 -3.0991 0.07 -0.06 0.02
C -4.4686 -0.8267 -1.5409 0.55 -0.23 0.09
C -4.1099 -1.5935 -0.4290 -0.22 0.09 -0.12
C -2.8279 -2.0957 -0.3444 0.11 0.01 0.02
N -1.8884 -1.8654 -1.2622 -0.24 -0.18 -0.35
C -2.2353 -1.1349 -2.3286 0.06 -0.22 0.01
C -3.5021 -0.6155 -2.5165 -0.19 0.13 0.03
H -7.2685 0.6031 -0.5555 -0.04 0.02 0.00
H -5.7993 0.2834 0.3036 -0.03 -0.01 0.02
H -4.8362 -1.8278 0.3385 0.04 0.00 0.04
H -2.5224 -2.6895 0.5084 0.01 0.03 0.03
H -1.4514 -0.9679 -3.0576 0.01 -0.01 0.00
H -3.7341 -0.0210 -3.3887 0.00 -0.01 -0.01
```
Positions in Å, forces in eV/Å.

Computed properties:
- ΔE to the lowest compared entry with this formula, charge and spin (kcal/mol) = 28.8
- charge = -1
- frontier orbital gap (eV) = 5.404
- total energy (a.u.) = -7107.243700
- molecular weight (g/mol) = 693.9

natural (NBO) population analysis, charges in e, atoms 1 to 8: 0.1732 -0.6206 0.9346 -0.6079 -0.3904 -0.1562 -0.2292 -0.2387

(3)
Formula: C22H26N2OS2
Source: the OMol25 dataset
Level of theory: ωB97M-V with the def2-TZVPD basis set

```
53
Properties=species:S:1:pos:R:3:forces:R:3
C -5.6369 1.4020 2.6206 0.01 -0.22 0.00
C -4.5198 2.3829 2.2950 -0.31 -0.23 0.73
C -4.8679 3.2338 1.1027 0.08 0.21 -0.55
O -3.3234 1.5889 2.0668 0.12 0.27 -0.17
C -2.1085 2.2251 2.1129 -1.31 1.09 0.64
S -0.7743 1.3744 1.6155 0.56 -1.27 -0.71
S -2.0539 3.7950 2.6720 0.50 0.36 0.20
H -6.5663 1.9491 2.8077 0.11 0.00 -0.07
H -5.8133 0.7001 1.7984 0.05 0.07 0.06
H -5.4120 0.8305 3.5249 0.08 0.01 -0.11
H -4.3915 3.0374 3.1764 0.29 -0.35 -0.44
H -5.8087 3.7611 1.2918 0.09 -0.05 0.00
H -4.0903 3.9807 0.9052 -0.20 -0.24 0.03
H -5.0039 2.6061 0.2123 0.03 0.09 0.12
C 5.4114 2.6943 -3.3183 -0.12 -0.16 0.23
N 4.9201 1.3338 -3.2459 0.44 0.27 -0.54
C 5.3232 0.4815 -4.3463 -0.24 0.01 0.30
C 4.1047 0.8856 -2.2013 -0.49 -0.27 0.61
C 2.6961 0.8985 -2.3344 0.79 -0.09 0.05
C 1.8991 0.4077 -1.3189 -0.19 -0.49 0.26
C 2.4654 -0.1546 -0.1452 0.74 0.58 -0.68
C 1.6647 -0.8170 0.8390 -0.87 -0.63 -0.29
C 0.4708 -1.4739 0.5558 0.14 0.63 0.46
C -0.4933 -1.9942 1.5252 -0.24 -0.60 -0.47
C -0.5822 -1.8883 2.8992 -0.28 -0.17 0.43
C -1.6094 -2.5842 3.5580 0.37 0.16 -0.34
C -2.5213 -3.3791 2.8439 0.19 0.13 -0.54
C -2.4554 -3.4673 1.4412 0.02 0.12 0.26
C -1.4517 -2.7477 0.8080 0.65 0.15 0.65
N -1.1112 -2.6736 -0.5558 1.50 1.24 -0.24
C -1.7374 -3.3994 -1.6425 -0.10 -0.13 -0.45
C -0.0193 -1.8802 -0.7139 -1.04 -0.86 0.26
C 3.8758 -0.0712 0.0147 -0.69 -0.17 0.32
C 4.6786 0.4236 -0.9897 -0.20 0.27 -0.64
H 5.0448 3.2594 -2.4538 0.14 -0.03 -0.24
H 6.5123 2.7091 -3.3235 -0.14 0.12 0.05
H 5.0640 3.1812 -4.2436 0.05 0.03 0.19
H 4.8892 -0.5161 -4.2124 0.15 0.19 -0.13
H 4.9844 0.9012 -5.3065 0.04 -0.17 0.08
H 6.4211 0.3971 -4.3840 -0.17 -0.10 -0.05
H 2.2615 1.2918 -3.2562 0.12 -0.07 0.34
H 0.8152 0.4376 -1.4267 0.24 0.17 0.18
H 2.0342 -0.9007 1.8630 -0.07 0.20 -0.23
H 0.1334 -1.2494 3.4198 -0.36 -0.24 0.06
H -1.6934 -2.5086 4.6417 -0.01 -0.03 -0.30
H -3.2885 -3.9327 3.3847 0.18 0.18 -0.19
H -3.1416 -4.0658 0.8456 -0.03 0.07 0.38
H -2.5604 -3.9927 -1.2428 0.13 0.11 -0.16
H -2.1130 -2.7100 -2.4084 -0.05 -0.09 0.32
H -1.0097 -4.0613 -2.1327 -0.20 0.09 0.30
H 0.4134 -1.7063 -1.6961 -0.14 -0.23 0.28
H 4.3103 -0.4473 0.9405 -0.02 0.07 -0.20
H 5.7645 0.4526 -0.8836 -0.33 -0.01 -0.02
```
Positions in Å, forces in eV/Å.

Computed properties:
- ΔE to the lowest compared entry with this formula, charge and spin (kcal/mol) = 10.1
- charge = 0
- frontier orbital gap (eV) = 3.614
- total energy (a.u.) = -1834.938147
- molecular weight (g/mol) = 398.6

natural (NBO) population analysis, charges in e, atoms 1 to 8: -0.6133 0.0772 -0.6395 -0.5435 -0.0020 -0.3291 -0.2904 0.2047

(4)
Formula: C22H26N4O4S
Source: the OMol25 dataset
Level of theory: ωB97M-V with the def2-TZVPD basis set

```
57
Properties=species:S:1:pos:R:3:forces:R:3
C -6.0639 -0.4146 0.8628 0.22 0.11 0.08
C -4.5476 -0.4461 1.0147 -0.53 0.38 0.01
N -3.9789 -1.5652 0.2918 0.16 0.09 -1.13
C -3.2220 -2.5529 1.0196 0.30 -0.49 0.19
C -4.1230 -3.4379 1.8755 0.17 0.22 -0.19
S -3.5143 -1.2360 -1.2704 0.12 -0.12 0.28
O -4.5845 -0.5235 -1.9009 0.08 0.33 0.21
O -3.0601 -2.4675 -1.8490 0.22 0.04 0.18
C -2.1174 -0.1331 -1.1044 -0.56 -0.40 -0.11
C -2.2767 1.2374 -1.1993 -0.07 0.03 -0.06
C -1.1990 2.0671 -0.9729 0.07 -0.08 -0.04
C 0.0747 1.5602 -0.6637 -0.15 -0.17 -0.01
N 1.1267 2.3874 -0.3775 -0.02 0.17 0.11
C 1.1884 3.7633 -0.8117 -0.09 0.26 0.21
C 0.8793 4.7120 0.3526 -0.03 -0.01 -0.34
O 1.7615 4.4747 1.4289 0.09 0.11 -0.02
C 1.6882 3.1381 1.8626 0.14 -0.42 -0.01
C 2.0214 2.1501 0.7319 -0.05 0.24 0.49
C 0.2324 0.1525 -0.6885 -0.30 0.19 -0.10
N 1.4985 -0.4582 -0.5731 -0.09 -0.27 0.09
C 2.5940 -0.0758 -1.3050 -0.04 -0.03 0.00
O 2.6158 0.8922 -2.0318 0.06 -0.18 -0.20
C 3.7856 -0.9562 -1.1136 0.35 -0.07 -0.02
C 4.6932 -1.0566 -2.1666 -0.11 0.03 0.10
C 5.8249 -1.8441 -2.0496 -0.03 0.03 -0.03
C 6.0755 -2.5301 -0.8753 -0.11 0.02 0.16
C 5.1826 -2.4159 0.1908 -0.11 0.36 -0.76
C 5.4356 -3.0980 1.4048 0.09 -0.23 0.42
N 5.6294 -3.6486 2.3909 0.07 -0.19 0.34
C 4.0359 -1.6316 0.0732 0.08 -0.02 -0.13
C -0.8695 -0.6700 -0.8629 0.12 0.05 0.04
H -6.4771 0.4395 1.3939 -0.11 0.09 0.06
H -6.5020 -1.3267 1.2582 -0.07 -0.09 0.06
H -6.3097 -0.3373 -0.1920 -0.10 0.02 -0.03
H -4.1224 0.4852 0.6228 -0.01 0.03 0.23
H -4.2680 -0.5270 2.0689 0.10 -0.01 -0.11
H -2.4539 -2.0752 1.6490 -0.04 -0.04 -0.10
H -2.7304 -3.1629 0.2609 0.09 -0.06 0.24
H -4.6198 -2.8562 2.6480 -0.08 0.02 0.12
H -3.5307 -4.2150 2.3518 0.03 -0.06 0.10
H -4.8783 -3.9028 1.2489 -0.10 -0.08 -0.04
H -3.2482 1.6346 -1.4463 -0.10 0.12 -0.02
H -1.3494 3.1342 -1.0091 0.00 0.10 0.03
H 0.5159 3.9279 -1.6508 0.03 0.02 -0.03
H 2.2147 3.9482 -1.1498 -0.07 0.06 -0.05
H 1.0291 5.7527 0.0620 -0.08 -0.04 -0.03
H -0.1606 4.5722 0.6880 0.06 0.03 -0.04
H 2.4062 3.0442 2.6791 -0.06 -0.06 0.00
H 0.6754 2.9220 2.2412 0.09 0.00 -0.02
H 1.9144 1.1346 1.1079 0.04 0.06 -0.01
H 3.0546 2.3093 0.4023 0.00 -0.07 0.03
H 1.4756 -1.4177 -0.2556 0.12 0.14 -0.04
H 4.4893 -0.5053 -3.0718 -0.01 0.06 -0.07
H 6.5166 -1.9212 -2.8744 0.05 -0.01 -0.06
H 6.9561 -3.1458 -0.7694 0.04 -0.03 0.02
H 3.3731 -1.5408 0.9222 -0.03 0.01 0.04
H -0.7571 -1.7439 -0.8697 0.13 -0.15 -0.05
```
Positions in Å, forces in eV/Å.

Computed properties:
- ΔE to the lowest compared entry with this formula, charge and spin (kcal/mol) = 80.3
- charge = 0
- SMILES = CCN(CC)S(=O)(=O)c1ccc(N2CCOCC2)c(NC(=O)c2cccc(C#N)c2)c1
- frontier orbital gap (eV) = 7.815
- total energy (a.u.) = -1772.088746
- molecular weight (g/mol) = 442.5

natural (NBO) population analysis, charges in e, atoms 1 to 8: -0.6122 -0.2240 -0.6880 -0.2217 -0.6111 2.3465 -0.9413 -0.9447

Per-record LUMO level, eV: 0.46 2.21 -2.22 -0.19
Per-record highest occupied orbital energy, eV: -7.7 -3.2 -5.8 -8.0